No. 1
Molecular formula: C46H48N3P2PtSi2
Method: DFT, ωB97M-V/def2-TZVPD

Cartesian coordinates (Å):
Pt 1.179 -0.108 -0.972
C 0.277 3.476 -4.098
Si 0.075 1.689 -3.551
C 1.564 0.766 -4.210
C -1.428 0.984 -4.421
N -0.054 1.717 -1.838
P -1.177 1.119 -0.850
C -0.899 -0.562 -0.680
P -1.028 -1.272 0.908
N 0.305 -1.340 1.718
Si 1.112 -1.989 3.023
C 1.977 -3.591 2.567
C 0.142 -2.364 4.605
C 2.423 -0.738 3.528
C -2.331 -0.541 1.993
C -3.686 -0.763 1.751
C -4.659 -0.216 2.576
C -4.284 0.557 3.667
C -2.937 0.778 3.923
C -1.970 0.235 3.089
C -1.767 -2.945 0.671
C -1.907 -3.811 1.755
C -2.462 -5.071 1.593
C -2.887 -5.487 0.335
C -2.749 -4.637 -0.752
C -2.197 -3.370 -0.581
C -2.859 1.527 -1.449
C -3.809 0.524 -1.580
C -5.039 0.789 -2.174
C -5.318 2.061 -2.650
C -4.372 3.073 -2.526
C -3.148 2.805 -1.933
C -1.032 2.195 0.646
C -2.076 2.983 1.126
C -1.896 3.825 2.217
C -0.663 3.895 2.847
C 0.383 3.102 2.388
C 0.197 2.257 1.307
H 0.371 3.568 -5.185
H 1.172 3.909 -3.642
H -0.585 4.071 -3.780
H 1.460 0.585 -5.284
H 1.671 -0.193 -3.700
H 2.486 1.333 -4.047
H -1.251 0.965 -5.501
H -2.331 1.569 -4.233
H -1.616 -0.040 -4.086
H 1.241 -4.372 2.354
H 2.632 -3.946 3.369
H 2.577 -3.450 1.663
H -0.338 -3.346 4.573
H -0.631 -1.619 4.812
H 0.834 -2.373 5.454
H 2.942 -0.370 2.638
H 3.166 -1.158 4.215
H 1.956 0.120 4.023
H -3.984 -1.379 0.909
H -5.708 -0.399 2.372
H -5.040 0.978 4.319
H -2.636 1.382 4.770
H -0.917 0.401 3.283
H -1.575 -3.489 2.736
H -2.563 -5.732 2.446
H -3.326 -6.469 0.207
H -3.068 -4.960 -1.736
H -2.083 -2.686 -1.416
H -3.562 -0.471 -1.229
H -5.771 -0.002 -2.278
H -6.269 2.264 -3.128
H -4.587 4.066 -2.902
H -2.396 3.583 -1.852
H -3.051 2.932 0.660
H -2.726 4.421 2.578
H -0.519 4.554 3.695
H 1.348 3.132 2.881
H 1.009 1.607 0.991
C 2.109 -4.310 -1.227
C 3.506 -4.299 -1.227
C 4.167 -3.090 -1.148
C 3.436 -1.902 -1.059
C 2.032 -1.891 -1.050
C 1.388 -3.134 -1.146
C 4.054 -0.581 -0.972
C 5.453 -0.386 -0.794
C 5.951 0.865 -0.675
C 5.078 1.977 -0.750
C 5.536 3.312 -0.647
C 4.662 4.353 -0.740
C 3.286 4.097 -0.947
C 2.813 2.821 -1.047
C 3.705 1.727 -0.941
N 3.217 0.440 -1.031
H 1.580 -5.255 -1.281
H 4.065 -5.224 -1.290
H 5.250 -3.078 -1.159
H 0.308 -3.165 -1.152
H 6.100 -1.248 -0.725
H 7.011 1.029 -0.514
H 6.594 3.488 -0.489
H 5.020 5.372 -0.664
H 2.589 4.923 -1.026
H 1.759 2.623 -1.214

* orbital gap: 6.20 eV
* energy relative to the best compared isomer or geometry (same formula, charge and spin): 0.0 kJ/mol
* energy: -90537.7500 eV
* charge: -1

Atom charges from the Mulliken analysis, given in e for atoms 1 to 8: 0.653 -1.121 0.285 -0.973 -1.057 -0.724 1.501 -1.132

No. 2
Molecular formula: C2H4N2O
Method: DFT, ωB97M-V/def2-TZVPD

Cartesian coordinates (Å):
C 1.346 0.199 -0.125
O 0.345 -1.361 1.030
N -0.076 -0.217 0.477
N -2.292 -0.015 -0.556
C -1.216 -0.031 0.013
H -3.119 0.360 -0.099
H 1.538 1.135 0.399
H 2.209 -0.437 0.054
H 1.266 0.366 -1.193

* orbital gap: 8.49 eV
* energy relative to the best compared isomer or geometry (same formula, charge and spin): 504.7 kJ/mol
* energy: -7161.2487 eV
* charge: 0

Atom charges from the Mulliken analysis, given in e for atoms 1 to 8: -0.706 -0.670 0.224 -0.432 0.435 0.285 0.303 0.265